No. 1
A structure of composition CI4 at a distorted geometry, computed with wB97M-V/def2-TZVPD.

Cartesian coordinates (Å):
1 I 1.857 1.344 0.227
2 I -1.894 1.034 0.096
3 I -0.214 -1.303 1.643
4 I 0.199 -1.144 -1.877
5 C 0.053 0.068 -0.088

Cartesian forces, eV/Å:
-1.309 -0.711 -0.289
0.598 0.581 -0.758
0.868 0.026 -0.387
0.041 0.591 0.462
-0.199 -0.488 0.973

As for the LUMO energy: -1.819 eV. Its total energy is -1228.82949 Eh. The calculation puts the HOMO-LUMO gap at 7.26 eV. The calculation puts the HOMO energy at -9.08 eV. As for the spin multiplicity: 1. As for the relative energy (zero: lowest compared OMol25 entry of this formula, charge and spin): 29.75 kJ/mol.


No. 2
An isolated molecule of CIN5O2 at a distorted geometry, computed with wB97M-V/def2-TZVPD.

Cartesian coordinates (Å):
1 C -0.369 0.009 -0.033
2 N 2.512 -1.119 0.671
3 N 0.339 1.045 0.073
4 N 2.142 -0.065 0.601
5 N 1.626 1.011 0.428
6 N -1.699 0.294 -0.687
7 O -2.519 -0.529 -0.533
8 O -1.716 1.266 -1.337
9 I -0.316 -1.911 0.817

Cartesian forces, eV/Å:
-0.282 0.067 0.784
1.113 0.255 0.075
-0.845 -1.017 -0.991
0.453 -3.059 -0.011
0.927 3.634 0.807
2.720 -0.588 0.933
-2.812 -1.805 0.203
-0.851 2.557 -1.759
-0.424 -0.044 -0.042

As for the LUMO energy: -1.118 eV. Its total energy is -759.81366 Eh. The calculation puts the HOMO-LUMO gap at 8.78 eV. The calculation puts the HOMO energy at -9.90 eV. As for the spin multiplicity: 1. As for the relative energy (zero: lowest compared OMol25 entry of this formula, charge and spin): 128.40 kJ/mol.